[1]
Formula: C28H28Br2F6N8O5S2Ti
Source: the OMol25 dataset
Level of theory: ωB97M-V/def2-TZVPD

CARTESIAN COORDINATES (ANGSTROEM)
Ti: 1.101 0.647 0.766
C: 0.788 3.793 0.568
C: -0.596 3.129 0.771
N: -0.626 1.815 0.131
C: -0.771 1.880 -1.343
C: 0.026 0.775 -2.039
N: 1.350 0.574 -1.425
C: 2.443 1.467 -1.818
C: 2.272 2.851 -1.203
N: 1.829 2.792 0.221
H: 1.074 4.320 1.479
H: 0.737 4.547 -0.218
H: -1.379 3.791 0.388
H: -0.788 2.984 1.833
H: -1.380 1.201 0.499
H: -0.443 2.863 -1.682
H: -1.822 1.789 -1.625
H: 0.107 1.002 -3.106
H: -0.511 -0.169 -1.942
H: 1.653 -0.387 -1.564
H: 2.521 1.571 -2.906
H: 3.362 1.004 -1.459
H: 1.527 3.413 -1.760
H: 3.208 3.405 -1.291
H: 2.646 2.918 0.809
Br: -4.591 1.360 -5.088
C: -4.476 -0.351 -4.262
C: -3.234 -0.947 -4.100
C: -3.137 -2.171 -3.466
C: -4.287 -2.836 -2.993
C: -5.531 -2.233 -3.233
C: -5.629 -0.995 -3.845
N: -4.262 -4.093 -2.390
N: -3.198 -4.490 -1.697
C: -2.438 -3.657 -0.951
C: -1.083 -3.993 -0.732
C: -0.202 -3.092 -0.172
C: -0.627 -1.842 0.268
O: 0.277 -0.913 0.701
C: -2.001 -1.518 0.260
N: -2.418 -0.330 0.798
C: -3.717 -0.103 0.887
C: -4.695 -0.998 0.468
C: -4.286 -2.159 -0.156
C: -2.925 -2.445 -0.308
H: -2.348 -0.462 -4.485
H: -2.170 -2.637 -3.348
H: -6.425 -2.753 -2.911
H: -6.595 -0.533 -3.996
H: -0.731 -4.940 -1.119
H: 0.854 -3.329 -0.106
H: -4.004 0.853 1.320
H: -5.742 -0.766 0.596
H: -5.013 -2.868 -0.528
F: 6.852 -1.835 -0.247
C: 5.750 -1.379 -0.822
F: 5.671 -0.053 -0.612
F: 5.815 -1.593 -2.132
S: 4.244 -2.191 -0.135
O: 3.163 -1.559 -0.839
O: 4.451 -3.589 -0.264
N: 4.334 -1.789 1.402
S: 3.797 -0.521 2.086
O: 3.101 -0.763 3.306
O: 3.143 0.431 1.162
C: 5.329 0.447 2.579
F: 5.384 1.589 1.883
F: 6.431 -0.247 2.354
F: 5.258 0.750 3.870
Br: -0.364 1.641 7.317
C: 0.067 1.386 5.507
C: -0.627 0.464 4.745
C: -0.278 0.306 3.417
N: 0.694 1.024 2.833
C: 1.367 1.897 3.595
C: 1.092 2.119 4.927
H: -1.421 -0.134 5.168
H: -0.797 -0.404 2.789
H: 2.180 2.433 3.118
H: 1.669 2.832 5.496

Computed properties:
- energy relative to the best compared isomer or geometry (same formula, charge and spin) (kcal/mol) = 19.15
- 2S+1 = 3
- E_HOMO (alpha / beta) (eV) = -5.133 / -6.236
- energy (eV) = -252824.9505
- charge = 0

[2]
Formula: C33H48P2Pd
Source: the OMol25 dataset
Level of theory: ωB97M-V/def2-TZVPD

CARTESIAN COORDINATES (ANGSTROEM)
Pd: 1.557 -0.594 -0.034
C: -1.361 -0.860 1.262
C: -0.909 -1.868 0.398
C: 0.840 -1.316 1.856
C: -0.311 -0.508 2.138
C: 0.476 -2.173 0.718
C: -2.758 -0.320 1.337
H: -3.183 -0.259 0.332
H: -2.754 0.681 1.786
H: -3.433 -0.949 1.937
C: -0.365 0.487 3.235
H: -0.976 1.359 2.960
H: 0.641 0.846 3.488
H: -0.821 0.094 4.160
C: 1.983 -1.584 2.767
H: 1.695 -2.328 3.530
H: 2.280 -0.652 3.266
H: 2.828 -1.958 2.171
C: 1.148 -3.483 0.510
H: 1.078 -4.091 1.426
H: 2.203 -3.323 0.249
H: 0.665 -4.025 -0.309
C: -1.693 -2.649 -0.577
H: -1.754 -3.711 -0.297
H: -1.239 -2.615 -1.578
H: -2.726 -2.289 -0.657
C: -1.466 2.888 -1.995
C: -2.412 2.003 -1.665
C: -2.698 0.717 -2.363
C: -2.072 0.450 -3.763
C: -0.695 -0.116 -3.781
C: 0.440 0.380 -3.198
C: 0.678 1.740 -2.634
C: -0.403 2.743 -3.031
H: -3.783 0.562 -2.492
H: -2.215 1.331 -4.416
H: -2.398 -0.080 -1.670
H: -0.805 2.433 -4.023
H: -1.565 3.910 -1.594
H: -2.876 2.083 -0.672
H: 0.027 3.741 -3.222
H: 0.815 1.706 -1.559
H: 1.266 -0.337 -3.037
H: 1.639 2.144 -2.992
H: -2.716 -0.299 -4.257
H: -0.622 -1.127 -4.253
P: -0.340 1.614 -6.029
C: -0.473 3.322 -6.666
C: -1.363 0.780 -7.314
P: 2.059 -0.277 -5.539
C: 1.389 1.209 -6.473
C: 1.328 -1.524 -6.709
C: 3.710 -0.217 -6.345
H: 0.418 3.899 -6.391
H: -1.371 3.795 -6.245
H: -0.572 3.271 -7.759
H: -1.164 1.269 -8.280
H: -2.425 0.944 -7.059
H: -1.164 -0.298 -7.392
H: 3.611 0.039 -7.404
H: 4.196 -1.189 -6.244
H: 4.321 0.531 -5.836
H: 2.031 2.076 -6.233
H: 1.439 1.013 -7.564
H: 1.967 -2.417 -6.683
H: 1.300 -1.136 -7.738
H: 0.320 -1.814 -6.384
C: 6.325 2.165 1.148
C: 5.976 1.018 0.414
C: 4.639 0.648 0.305
C: 3.604 1.473 0.771
C: 2.227 1.253 0.522
C: 1.259 2.174 0.805
C: 1.606 3.337 1.537
C: 2.925 3.587 1.886
C: 3.957 2.690 1.483
C: 5.326 2.966 1.701
H: 7.382 2.411 1.266
H: 6.740 0.400 -0.072
H: 4.362 -0.276 -0.222
H: 0.246 1.977 0.475
H: 0.797 4.020 1.791
H: 3.191 4.495 2.425
H: 5.603 3.864 2.269

Computed properties:
- 2S+1 = 5
- E_HOMO (alpha / beta) (eV) = -12.634 / -12.570
- energy (eV) = -57036.4577
- charge = +2

[3]
Formula: C18H26Br2Cl3N3O4RbS2
Source: the OMol25 dataset
Level of theory: ωB97M-V/def2-TZVPD

CARTESIAN COORDINATES (ANGSTROEM)
Rb: 1.019 -4.089 -1.837
Br: 4.459 -3.189 -0.708
C: 3.851 -3.607 1.074
Br: 3.390 -2.003 2.061
H: 4.665 -4.096 1.597
H: 2.961 -4.228 0.989
C: 1.525 2.636 2.742
C: 0.594 3.214 1.667
C: -0.725 3.608 2.337
C: 1.235 4.494 1.115
C: 0.314 2.208 0.495
O: -0.343 2.948 -0.527
C: -0.484 0.965 0.961
C: -2.015 0.998 0.846
C: -2.561 0.972 -0.564
C: -2.162 0.004 -1.484
C: -2.672 -0.012 -2.770
C: -3.588 0.954 -3.151
Cl: -4.222 0.947 -4.770
C: -4.004 1.927 -2.262
C: -3.489 1.927 -0.976
C: 1.666 1.752 -0.110
N: 1.532 0.774 -1.162
C: 1.640 -0.547 -1.012
N: 1.336 -1.165 -2.137
C: 1.071 -0.133 -2.980
N: 1.168 1.056 -2.433
H: 1.606 3.350 3.562
H: 2.533 2.466 2.367
H: 1.158 1.700 3.164
H: -0.546 4.413 3.052
H: -1.167 2.777 2.887
H: -1.439 3.966 1.597
H: 1.307 5.231 1.915
H: 0.635 4.910 0.309
H: 2.243 4.322 0.741
H: -1.175 2.537 -0.780
H: -0.231 0.758 2.001
H: -0.149 0.090 0.405
H: -2.428 1.865 1.363
H: -2.382 0.109 1.367
H: -1.457 -0.763 -1.202
H: -2.363 -0.777 -3.468
H: -4.720 2.676 -2.571
H: -3.814 2.690 -0.280
H: 2.286 1.270 0.646
H: 2.180 2.616 -0.520
H: 1.940 -1.020 -0.090
H: 0.791 -0.266 -4.010
Cl: -0.978 -2.800 0.758
C: -1.729 -4.294 0.153
Cl: -2.198 -4.115 -1.558
H: -2.634 -4.477 0.724
H: -1.021 -5.136 0.252
O: 1.332 -5.070 0.546
S: 1.640 -6.474 0.062
O: 2.179 -6.343 -1.317
O: 2.575 -7.132 0.961
S: -0.138 -7.397 -0.036

Computed properties:
- energy relative to the best compared isomer or geometry (same formula, charge and spin) (kcal/mol) = 11.13
- E_HOMO (eV) = -3.784
- energy (eV) = -231730.4575
- charge = -1